(1)
Computed, not measured: 2 unconnected molecules or ions with the total composition C2H4INO2 in a non-equilibrium geometry, with wB97M-V/def2-TZVPD.

Positions of all 10 atoms, in Å:
C (0.2671, -0.0442, 0.6553)
C (-0.1221, -0.1057, -1.8913)
N (0.0312, -0.5206, 1.8672)
O (0.5509, 1.2561, 0.5708)
O (0.0989, 1.0469, -2.0556)
I (-2.0536, -0.9417, -1.5302)
H (0.5893, -0.9522, -2.1270)
H (0.2084, -1.5325, 1.9348)
H (-0.0343, 0.0591, 2.8228)
H (0.4642, 1.7347, -0.2467)

Forces on atoms 1 to 6 (eV/Å):
0.7 0.5 -1.6
0.8 -1.3 -0.5
0.5 1.2 2.3
-0.6 -0.3 3.4
-0.1 0.3 0.0
-0.5 0.0 -0.1

Output
energy = -15822.2385 eV
HOMO = -0.3097 hartree
LUMO energy = 0.45 eV
F_max = 0.0666 hartree/bohr
gap between HOMO and LUMO = 8.9 eV

Mulliken atomic charge list, values in e, 5 entries:
1 C -0.2277
2 C 0.0415
3 N -0.2449
4 O -0.4147
5 O -0.5251

---

(2)
Computed, not measured: a molecular structure, C83H76Ge2N5O4S5W in a non-equilibrium geometry, with wB97M-V/def2-TZVPD.

Positions of all 176 atoms, in Å:
W (1.0997, -0.5506, -0.4164)
C (1.9577, 2.7789, -1.7963)
O (1.8428, 1.3934, -2.1127)
C (1.1722, 1.1027, -3.2925)
C (1.4650, 1.7273, -4.4861)
C (0.7980, 1.3404, -5.6415)
C (-0.1775, 0.3583, -5.5819)
C (-0.4885, -0.2513, -4.3773)
C (0.2046, 0.0875, -3.2219)
N (-0.0703, -0.3761, -1.9315)
N (-0.0239, -1.7630, -1.5250)
C (-1.2589, -2.3147, -1.0478)
C (-1.6364, -2.1869, 0.2691)
O (-0.8108, -1.4691, 1.1190)
C (-2.7809, -2.8199, 0.7769)
C (-3.5643, -3.5745, -0.0438)
C (-3.2255, -3.7488, -1.4015)
C (-3.9890, -4.5794, -2.2548)
C (-3.6118, -4.7935, -3.5492)
C (-2.4538, -4.1704, -4.0519)
C (-1.7051, -3.3506, -3.2552)
C (-2.0608, -3.1181, -1.9077)
H (0.9769, 3.2574, -1.8008)
H (2.6258, 3.2780, -2.4977)
H (2.3906, 2.8268, -0.8009)
H (2.2158, 2.5046, -4.5274)
H (1.0492, 1.8118, -6.5818)
H (-0.7211, 0.0757, -6.4735)
H (-1.2880, -0.9769, -4.3252)
H (-3.0207, -2.7127, 1.8264)
H (-4.4472, -4.0612, 0.3510)
H (-4.8738, -5.0538, -1.8481)
H (-4.1917, -5.4480, -4.1860)
H (-2.1538, -4.3422, -5.0782)
H (-0.8124, -2.8814, -3.6294)
S (-4.4915, 1.2631, 2.4762)
C (-4.7561, 1.8751, 0.8791)
C (-5.7649, 2.7090, 0.4124)
C (-5.7602, 3.0397, -0.9296)
C (-4.7748, 2.5476, -1.7908)
C (-3.7725, 1.7207, -1.3277)
C (-3.7598, 1.3746, 0.0240)
N (-2.8406, 0.5449, 0.6263)
C (-3.0812, 0.3844, 1.8827)
C (-2.3097, -0.4438, 2.8190)
C (-2.6004, -0.3646, 4.1834)
C (-1.9072, -1.1081, 5.1185)
C (-0.8925, -1.9551, 4.7149)
C (-0.5757, -2.0605, 3.3730)
C (-1.2614, -1.3130, 2.4332)
H (-6.5327, 3.0814, 1.0773)
H (-6.5335, 3.6901, -1.3161)
H (-4.8087, 2.8221, -2.8372)
H (-3.0011, 1.3249, -1.9730)
H (-3.3904, 0.3043, 4.5031)
H (-2.1530, -1.0129, 6.1677)
H (-0.3282, -2.5180, 5.4451)
H (0.2292, -2.7037, 3.0403)
C (1.3134, -5.3723, 4.4937)
C (1.5341, -5.5621, 3.0173)
C (2.8097, -5.8105, 2.5243)
C (3.0470, -5.9774, 1.1658)
C (4.4282, -6.3172, 0.6643)
C (1.9642, -5.8794, 0.2798)
C (0.6643, -5.6793, 0.7589)
C (-0.4954, -5.5950, -0.1956)
C (0.4713, -5.5166, 2.1239)
C (2.1958, -6.0084, -1.1840)
C (1.8936, -7.1980, -1.8373)
C (2.1077, -7.3253, -3.2008)
C (2.6677, -6.2775, -3.9118)
C (2.9990, -5.0773, -3.2840)
C (2.7231, -4.9454, -1.9246)
Ge (2.9770, -3.2313, -0.9337)
S (1.6712, -2.6910, 0.7506)
S (5.0594, -2.7934, -0.1429)
Ge (4.6086, -0.5876, -0.4088)
S (3.0176, 0.3756, 0.7504)
S (3.0376, -1.2130, -2.1841)
C (6.3377, 0.4751, -0.2352)
C (7.5470, -0.1447, -0.5773)
C (8.7443, 0.5623, -0.4574)
C (8.7681, 1.8511, 0.0317)
C (7.5828, 2.4311, 0.4396)
C (6.3593, 1.7716, 0.3146)
C (5.2230, 2.5694, 0.8703)
C (4.8333, 2.3984, 2.2039)
C (5.4202, 1.3120, 3.0665)
C (3.9146, 3.2847, 2.7583)
C (3.3990, 4.3478, 2.0331)
C (2.4484, 5.3368, 2.6521)
C (3.8086, 4.5085, 0.7135)
C (4.7211, 3.6438, 0.1252)
C (5.1860, 3.8820, -1.2883)
C (7.7278, -1.5579, -1.0133)
C (8.1135, -2.5028, -0.0532)
C (8.1302, -2.1594, 1.4136)
C (8.4640, -3.7781, -0.4769)
C (8.4823, -4.1181, -1.8236)
C (8.8754, -5.5014, -2.2658)
C (8.1162, -3.1552, -2.7562)
C (7.7261, -1.8821, -2.3708)
C (7.2938, -0.8609, -3.3899)
C (3.7262, -4.0494, -4.0782)
C (3.0347, -3.1212, -4.8574)
C (1.5370, -3.0683, -4.7948)
C (3.7491, -2.2280, -5.6455)
C (5.1365, -2.2637, -5.6961)
C (5.9071, -1.2925, -6.5486)
C (5.8051, -3.2155, -4.9349)
C (5.1246, -4.1096, -4.1199)
C (5.8700, -5.1243, -3.2943)
H (2.0494, -4.6821, 4.9076)
H (1.4208, -6.3228, 5.0197)
H (0.3148, -4.9853, 4.6948)
H (3.6405, -5.8830, 3.2183)
H (5.0886, -6.5561, 1.4962)
H (4.8712, -5.4854, 0.1133)
H (4.3912, -7.1728, -0.0112)
H (-0.2941, -4.8667, -0.9849)
H (-1.4048, -5.2980, 0.3261)
H (-0.6770, -6.5563, -0.6792)
H (-0.5327, -5.3376, 2.4956)
H (1.4947, -8.0244, -1.2616)
H (1.8591, -8.2495, -3.7062)
H (2.8724, -6.3810, -4.9709)
H (9.6606, 0.0648, -0.7505)
H (9.7028, 2.3891, 0.1223)
H (7.5828, 3.4199, 0.8820)
H (5.7403, 0.4568, 2.4740)
H (4.6900, 0.9735, 3.8013)
H (6.2956, 1.6906, 3.6002)
H (3.6193, 3.1425, 3.7936)
H (2.3139, 5.1383, 3.7158)
H (1.4727, 5.3015, 2.1644)
H (2.8325, 6.3519, 2.5424)
H (3.4250, 5.3466, 0.1392)
H (4.5323, 4.5885, -1.7989)
H (5.2229, 2.9497, -1.8552)
H (6.1944, 4.3002, -1.2916)
H (8.8326, -1.3512, 1.6223)
H (8.4150, -3.0274, 2.0054)
H (7.1407, -1.8290, 1.7392)
H (8.7521, -4.5183, 0.2618)
H (9.3674, -6.0427, -1.4594)
H (9.5486, -5.4610, -3.1222)
H (7.9886, -6.0673, -2.5620)
H (8.1551, -3.4001, -3.8123)
H (7.5901, -1.1633, -4.3929)
H (7.7286, 0.1159, -3.1744)
H (6.2037, -0.7547, -3.3750)
H (1.2345, -2.6775, -3.8193)
H (1.0989, -4.0614, -4.9025)
H (1.1382, -2.4150, -5.5697)
H (3.2080, -1.4999, -6.2414)
H (5.2500, -0.7776, -7.2479)
H (6.6850, -1.8055, -7.1144)
H (6.3935, -0.5411, -5.9217)
H (6.8869, -3.2739, -4.9932)
H (6.8827, -5.2575, -3.6710)
H (5.3652, -6.0901, -3.3043)
H (5.9311, -4.7891, -2.2548)
C (0.2006, 3.1483, 5.0997)
N (0.1711, 2.6504, 3.7293)
C (-0.3751, 3.3939, 2.7506)
C (-0.3794, 2.9842, 1.4589)
C (0.1808, 1.7074, 1.2181)
O (0.2784, 1.2143, 0.0101)
N (0.6700, 0.9447, 2.1687)
C (0.7523, 1.3808, 3.4604)
O (1.2909, 0.7634, 4.3555)
H (-0.7595, 3.5955, 5.3527)
H (0.9886, 3.8931, 5.2216)
H (0.4060, 2.3083, 5.7550)
H (-0.7938, 4.3470, 3.0468)
H (-0.7940, 3.5689, 0.6524)

Forces on atoms 1 to 6 (eV/Å):
0.6 1.4 0.2
0.0 0.2 0.2
-0.4 -0.4 -0.5
0.0 -0.1 0.2
0.1 0.0 -0.1
0.0 0.0 0.1

Output
energy = -271980.7023 eV
HOMO = -0.3666 hartree
LUMO energy = -4.02 eV
charge = +1
F_max = 0.0328 hartree/bohr
gap between HOMO and LUMO = 6.0 eV

Mulliken atomic charge list, values in e, 5 entries:
1 W -1.1777
2 C -0.6944
3 O 1.7472
4 C -0.0155
5 C -0.7550

---

(3)
Computed, not measured: 2 unconnected molecules or ions with the total composition C4H9NO in a non-equilibrium geometry, with wB97M-V/def2-TZVPD.

Positions of all 15 atoms, in Å:
C (-1.3306, -2.2772, 0.0363)
C (-0.1673, -1.6919, 0.3489)
C (0.1354, -0.3328, -0.0773)
C (1.4378, 0.0002, -0.1981)
N (1.8643, 1.2939, -0.4726)
H (-1.6283, -3.2654, 0.3411)
H (-2.0043, -1.8236, -0.6974)
H (0.6151, -2.1662, 0.9605)
H (-0.6162, 0.3353, -0.4294)
H (2.2813, -0.6790, -0.1806)
H (2.6832, 1.6350, -0.0059)
H (1.1889, 1.9865, -0.7449)
O (-1.6475, 2.6256, 0.1640)
H (-1.9702, 1.7093, 0.2652)
H (-0.8418, 2.6502, 0.6902)

Forces on atoms 1 to 6 (eV/Å):
0.2 -0.1 -0.4
-0.8 -0.2 -0.3
2.1 -1.2 -0.2
-0.5 1.6 0.0
0.1 -0.2 -0.6
0.2 -0.2 0.2

Output
energy = -7830.0557 eV
SMILES = C=C/C=C/N.O
HOMO = -0.2867 hartree
LUMO energy = 0.92 eV
F_max = 0.0472 hartree/bohr
gap between HOMO and LUMO = 8.7 eV

Mulliken atomic charge list, values in e, 5 entries:
1 C -0.8155
2 C -0.0734
3 C -0.3573
4 C -0.2953
5 N -0.4639

---

(4)
Computed, not measured: 2 unconnected molecules or ions with the total composition C2H8S3 in a non-equilibrium geometry, with wB97M-V/def2-TZVPD.

Positions of all 13 atoms, in Å:
C (0.4414, -1.6224, -1.5772)
S (-0.1790, -1.8883, 0.0690)
C (-1.7347, -0.8476, 0.2927)
H (-0.2580, -1.0566, -2.2214)
H (0.6281, -2.6561, -2.0393)
H (1.4009, -1.1174, -1.6658)
H (-2.5022, -1.3760, 0.9051)
H (-1.4515, -0.0142, 1.0558)
H (-2.0955, -0.3252, -0.5654)
S (2.2616, 3.4031, 1.7029)
S (0.4074, 2.7518, 1.5894)
H (2.6882, 3.2535, 0.4006)
H (0.3934, 1.4953, 2.0535)

Forces on atoms 1 to 6 (eV/Å):
0.0 -1.1 -1.9
-1.2 0.3 0.8
1.5 1.0 3.0
0.2 -0.5 0.4
-0.5 1.5 0.5
0.0 0.2 0.6

Output
energy = -34708.4529 eV
SMILES = CSC.SS
HOMO = -0.3125 hartree
LUMO energy = 0.50 eV
F_max = 0.0690 hartree/bohr
gap between HOMO and LUMO = 9.0 eV

Mulliken atomic charge list, values in e, 5 entries:
1 C -0.7264
2 S -0.0732
3 C -0.6285
4 H 0.2481
5 H 0.2493

---

(5)
Computed, not measured: 10 unconnected molecules or ions with the total composition C38H80F10N10O24S10 in a non-equilibrium geometry, with wB97M-V/def2-TZVPD.

Positions of all 172 atoms, in Å:
C (-0.8776, -2.2469, 1.5806)
C (0.1039, -1.1269, 1.7554)
O (1.3013, -1.2323, 1.4023)
N (-0.4021, -0.0056, 2.6410)
H (-1.2552, 0.4057, 2.2901)
H (-0.6460, -0.3881, 3.5434)
C (0.6868, 1.0673, 2.9176)
H (-1.9134, -1.9102, 1.6239)
H (-0.8197, -2.9031, 2.4490)
H (-0.6837, -2.6986, 0.6078)
H (0.4077, 1.7815, 3.6923)
H (0.7753, 1.5801, 1.9599)
H (1.6924, 0.6635, 3.0349)
C (-5.5208, 4.7656, 8.7398)
C (-5.6935, 4.8381, 7.2235)
C (-7.0116, 5.6536, 6.9521)
C (-6.9963, 7.2023, 7.0791)
C (-5.8696, 7.7153, 6.2284)
C (-4.4778, 7.1150, 6.4211)
N (-4.6431, 5.5953, 6.4644)
O (-3.3907, 4.9079, 6.6659)
C (-3.9158, 7.6424, 7.7821)
C (-3.6665, 7.6416, 5.1478)
C (-5.8034, 3.4132, 6.6564)
H (-6.2790, 4.0580, 9.0752)
H (-5.8137, 5.6189, 9.3515)
H (-4.6113, 4.2726, 9.0833)
H (-7.7621, 5.1747, 7.5810)
H (-7.3205, 5.3819, 5.9427)
H (-6.9015, 7.3662, 8.1525)
H (-7.9541, 7.6535, 6.8199)
H (-5.9289, 8.7896, 6.4027)
H (-6.2194, 7.5947, 5.2031)
H (-3.5998, 8.6716, 7.6123)
H (-3.1036, 7.0908, 8.2555)
H (-4.6663, 7.8892, 8.5331)
H (-3.9150, 6.9957, 4.3057)
H (-2.5979, 7.6513, 5.3628)
H (-3.9808, 8.6357, 4.8302)
H (-6.1040, 3.4157, 5.6087)
H (-6.5393, 2.8057, 7.1833)
H (-4.9255, 2.7683, 6.6188)
C (0.7830, 5.4645, -4.8027)
C (1.1070, 4.1751, -5.5571)
C (0.0230, 4.0516, -6.6363)
C (0.4532, 3.1583, -7.8115)
C (1.7961, 3.6137, -8.3758)
C (3.0382, 3.6967, -7.4718)
N (2.5074, 4.4116, -6.1953)
O (3.1039, 5.6333, -6.0038)
C (4.0938, 4.4282, -8.2849)
C (3.5621, 2.2719, -7.1067)
C (1.1715, 2.9719, -4.5681)
H (-0.1419, 5.4484, -4.2261)
H (0.7474, 6.3555, -5.4295)
H (1.5532, 5.7274, -4.0777)
H (-0.1626, 5.0326, -7.0738)
H (-0.9487, 3.7795, -6.2241)
H (-0.3872, 3.2234, -8.5026)
H (0.6476, 2.1218, -7.5359)
H (1.6073, 4.6186, -8.7535)
H (1.9998, 3.0656, -9.2957)
H (5.0204, 4.5533, -7.7246)
H (3.8027, 5.4339, -8.5883)
H (4.4016, 4.0168, -9.2462)
H (3.6975, 1.6361, -7.9816)
H (2.8004, 1.8090, -6.4792)
H (4.5310, 2.3650, -6.6161)
H (2.1831, 2.8301, -4.1878)
H (0.9667, 2.0014, -5.0200)
H (0.5096, 3.0395, -3.7048)
C (8.6812, -6.3491, 0.9761)
C (7.1129, -6.4588, 1.1584)
C (6.6138, -7.7126, 0.3519)
C (5.1806, -8.1769, 0.7081)
C (5.0769, -8.4762, 2.2208)
C (5.4829, -7.2715, 3.1425)
N (6.8028, -6.6742, 2.6338)
O (7.2757, -5.7045, 3.5182)
C (5.5872, -7.8434, 4.6149)
C (4.4358, -6.0862, 3.1321)
C (6.3770, -5.1760, 0.7415)
H (9.1576, -7.2627, 1.3318)
H (9.1038, -5.4549, 1.4343)
H (9.0169, -6.3252, -0.0606)
H (7.2670, -8.5466, 0.6083)
H (6.7734, -7.6281, -0.7231)
H (4.8949, -9.1166, 0.2354)
H (4.3958, -7.4345, 0.5633)
H (5.8185, -9.2459, 2.4347)
H (4.0779, -8.8119, 2.4988)
H (4.7437, -8.4418, 4.9593)
H (5.6053, -7.0994, 5.4113)
H (6.5665, -8.2941, 4.7763)
H (3.9013, -5.8917, 2.2022)
H (4.8208, -5.1098, 3.4261)
H (3.6937, -6.1585, 3.9271)
H (6.8242, -4.8534, -0.1987)
H (6.6043, -4.4080, 1.4808)
H (5.3038, -5.1323, 0.5556)
C (-5.7881, -5.7600, -3.5899)
C (-5.1698, -4.9683, -4.8064)
C (-6.1281, -4.1405, -5.6410)
N (-5.5108, -3.4980, -6.9255)
C (-4.8287, -4.5720, -7.8449)
C (-4.6401, -2.3122, -6.5045)
C (-5.6149, -1.0818, -6.3585)
C (-6.9978, -1.5227, -6.8826)
C (-6.6176, -2.7489, -7.7060)
H (-6.3177, -5.0803, -2.9224)
H (-5.0133, -6.2169, -2.9743)
H (-6.3022, -6.6720, -3.8934)
H (-4.5093, -5.6679, -5.3185)
H (-4.4738, -4.2440, -4.3834)
H (-6.5669, -3.3192, -5.0743)
H (-6.9372, -4.8400, -5.8513)
H (-4.3595, -4.1525, -8.7348)
H (-5.5286, -5.3256, -8.2060)
H (-4.0110, -4.9870, -7.2557)
H (-3.9172, -2.1867, -7.3106)
H (-4.1167, -2.6083, -5.5954)
H (-5.2565, -0.3707, -7.1028)
H (-5.5937, -0.5403, -5.4129)
H (-7.4848, -0.7975, -7.5345)
H (-7.7316, -1.8453, -6.1440)
H (-6.2792, -2.4797, -8.7066)
H (-7.4718, -3.3610, -7.9953)
N (7.8253, 3.8320, 7.6178)
S (7.8313, 2.9200, 6.3771)
O (7.6062, 3.5034, 5.0401)
O (7.5699, 1.5408, 6.5684)
F (9.4449, 2.6793, 6.2833)
S (6.2652, 3.5017, 8.1034)
O (6.0755, 2.2917, 8.9122)
O (5.2668, 3.8731, 7.0662)
F (6.1192, 4.7444, 9.1767)
N (1.3114, -5.8838, -7.1278)
S (1.8023, -4.5461, -7.2365)
O (3.2461, -4.2508, -7.2220)
O (0.8662, -3.5859, -6.6493)
F (1.4782, -4.5301, -8.8117)
S (2.0614, -6.1139, -5.6101)
O (1.6383, -5.2096, -4.5813)
O (3.4788, -6.5063, -5.5900)
F (1.4432, -7.5848, -5.1897)
N (-4.4909, 1.9354, 1.0554)
S (-4.5531, 3.2137, 0.2411)
O (-5.4302, 4.2048, 0.8438)
O (-4.4586, 3.1502, -1.2278)
F (-3.1491, 3.8625, 0.7076)
S (-5.9569, 1.4288, 0.5049)
O (-6.1598, 0.8931, -0.8515)
O (-7.1663, 1.9283, 1.1671)
F (-5.8192, -0.0094, 1.3303)
N (5.9801, 4.6418, -1.6987)
S (6.6154, 3.2229, -0.9448)
O (5.7083, 2.4828, -0.0648)
O (8.0504, 3.0700, -0.7905)
F (6.4056, 2.2203, -2.1628)
S (6.0039, 5.4783, -0.4672)
O (7.2886, 6.0406, -0.1773)
O (4.9848, 5.2213, 0.5670)
F (5.4596, 6.7836, -1.2313)
N (-1.4602, -2.3507, 6.5725)
S (-0.4387, -2.4383, 7.8859)
O (0.5357, -3.5383, 7.8582)
O (-0.9187, -1.8328, 9.1386)
F (0.5110, -1.1975, 7.4445)
S (-2.2534, -3.4975, 7.1506)
O (-3.0043, -3.1799, 8.3680)
O (-1.8108, -4.8331, 6.8985)
F (-3.4568, -3.3778, 6.0700)

Forces on atoms 1 to 6 (eV/Å):
-0.6 1.0 -0.2
4.4 -2.3 -1.0
-5.2 1.6 1.7
2.5 0.9 0.7
-0.4 0.3 -0.5
-0.2 -0.7 0.6

Output
energy = -240236.6731 eV
HOMO = -0.2578 hartree
LUMO energy = -6.00 eV
F_max = 0.2365 hartree/bohr
gap between HOMO and LUMO = 1.0 eV

Mulliken atomic charge list, values in e, 5 entries:
1 C -1.0079
2 C 0.6009
3 O -0.4492
4 N -0.1188
5 H 0.3576

---

(6)
Computed, not measured: a molecular structure, AlH4O2 in a non-equilibrium geometry, with wB97M-V/def2-TZVPD.

Positions of all 7 atoms, in Å:
Al (1.7603, 1.2899, -0.6044)
O (0.1546, 0.5000, 1.6796)
H (-0.3830, -0.3373, 1.7417)
H (-0.1176, 1.0501, 2.4727)
O (-0.1809, -0.6080, -1.5963)
H (-0.1621, -1.5941, -1.7656)
H (-1.0713, -0.3005, -1.9276)

Forces on atoms 1 to 6 (eV/Å):
-1.0 -0.6 0.0
1.0 -0.6 0.5
-0.2 0.3 -0.4
-0.2 0.4 -0.6
-0.6 0.1 1.5
0.5 0.3 -0.5

Output
energy = -10711.1300 eV
HOMO = -1.0275 hartree
LUMO energy = -23.23 eV
charge = +3
F_max = 0.0308 hartree/bohr
gap between HOMO and LUMO = 4.7 eV

Mulliken atomic charge list, values in e, 5 entries:
1 Al 1.9185
2 O -0.3551
3 H 0.4462
4 H 0.4600
5 O -0.3787

---

The highest gap between HOMO and LUMO belongs to which entry?
C2H8S3